Here is 9 unconnected molecules or ions with the total composition C66H147N9O9 from the OMol25 dataset. Energies are from ωB97M-V with the def2-TZVPD basis set.

Properties
SMILES = CC1(C)CCCC(C)(C)N1O.CC1(C)CCCC(C)(C)N1O.CC1(C)CCCC(C)(C)N1O.CC1(C)CCCC(C)(C)N1O.CC1(C)CCCC(C)(C)N1O.CC1(C)CCCC(C)(C)N1O.COC[C@H](C)N.COC[C@H](C)N.COC[C@H](C)N
frontier orbital gap = 8.129 eV
energy above the lowest of the compared OMol25 structures with the same formula, charge and spin = 818.8 kJ/mol

Structure (XYZ):
```
231
Properties=species:S:1:pos:R:3:lowdin_charge:R:1
C 2.89 -3.80 1.92 -0.040
C 3.39 -4.37 0.56 -0.431
C 4.19 -5.74 0.90 -0.013
C 2.14 -4.65 -0.34 -0.138
C 2.36 -5.00 -1.84 -0.165
C 3.07 -3.76 -2.48 -0.158
C 4.30 -3.41 -1.72 -0.493
C 5.46 -4.45 -2.03 -0.017
C 4.65 -2.07 -2.29 -0.044
N 4.17 -3.35 -0.22 -0.103
O 5.32 -3.02 0.47 -0.013
H 2.19 -4.38 2.52 0.090
H 3.78 -3.54 2.49 0.050
H 2.49 -2.81 1.71 0.075
H 4.55 -6.18 -0.03 0.042
H 5.07 -5.60 1.53 0.071
H 3.52 -6.47 1.37 0.072
H 1.69 -5.62 -0.15 0.107
H 1.42 -3.83 -0.35 0.112
H 2.94 -5.92 -1.82 0.097
H 1.42 -5.34 -2.29 0.101
H 2.30 -2.99 -2.53 0.104
H 3.35 -4.03 -3.49 0.119
H 6.37 -3.96 -1.69 0.069
H 5.72 -4.49 -3.09 0.077
H 5.47 -5.48 -1.67 0.063
H 4.14 -1.30 -1.72 0.080
H 4.33 -1.94 -3.32 0.089
H 5.74 -1.96 -2.23 0.083
H 5.12 -2.38 1.15 0.092
C -5.22 -3.17 -3.77 -0.020
C -4.15 -4.01 -4.55 -0.479
C -3.60 -5.14 -3.69 -0.056
C -4.79 -4.77 -5.76 -0.127
C -5.27 -3.86 -6.93 -0.170
C -4.01 -3.22 -7.55 -0.157
C -3.17 -2.52 -6.44 -0.420
C -1.66 -2.47 -7.05 -0.019
C -3.84 -1.15 -6.33 -0.043
N -3.05 -3.16 -5.06 -0.117
O -2.36 -2.31 -4.17 -0.022
H -6.10 -2.94 -4.37 0.067
H -5.61 -3.65 -2.87 0.073
H -4.87 -2.21 -3.38 0.074
H -4.28 -5.98 -3.55 0.083
H -2.61 -5.57 -3.87 0.084
H -3.57 -4.68 -2.70 0.070
H -4.30 -5.72 -5.97 0.117
H -5.73 -5.16 -5.36 0.108
H -5.86 -4.44 -7.64 0.104
H -6.01 -3.10 -6.68 0.099
H -4.42 -2.49 -8.26 0.106
H -3.44 -3.90 -8.18 0.111
H -1.72 -2.20 -8.11 0.074
H -1.12 -3.41 -6.99 0.072
H -1.09 -1.87 -6.34 0.051
H -4.86 -1.23 -5.97 0.076
H -3.92 -0.64 -7.29 0.083
H -3.31 -0.54 -5.60 0.074
H -1.64 -2.88 -3.90 0.098
C 6.22 -0.84 5.20 -0.048
C 4.87 -1.34 5.68 -0.495
C 4.76 -2.89 5.52 -0.004
C 4.88 -0.87 7.10 -0.174
C 3.47 -0.99 7.75 -0.123
C 2.44 -0.20 6.85 -0.161
C 2.36 -0.36 5.41 -0.496
C 1.48 -1.55 5.05 -0.023
C 1.76 0.97 4.80 -0.001
N 3.76 -0.65 4.97 -0.063
O 3.99 -0.70 3.55 -0.028
H 6.29 0.24 5.23 0.075
H 7.08 -1.26 5.73 0.092
H 6.42 -1.06 4.15 0.076
H 3.73 -3.20 5.75 0.054
H 4.88 -3.38 4.55 0.069
H 5.24 -3.45 6.33 0.080
H 5.61 -1.40 7.70 0.117
H 5.17 0.16 7.30 0.121
H 3.19 -2.05 7.75 0.100
H 3.60 -0.65 8.78 0.108
H 2.33 0.86 7.08 0.113
H 1.55 -0.41 7.44 0.098
H 1.67 -2.51 5.52 0.076
H 1.57 -1.59 3.96 0.073
H 0.42 -1.43 5.30 0.067
H 0.77 1.27 5.15 0.069
H 1.71 0.88 3.72 0.064
H 2.44 1.79 5.03 0.074
H 4.24 0.21 3.37 0.046
C 0.77 3.41 -10.81 -0.045
C 0.83 2.84 -9.39 -0.460
C -0.35 3.42 -8.58 -0.040
C 0.70 1.28 -9.57 -0.126
C 0.94 0.54 -8.27 -0.211
C 2.35 0.90 -7.87 -0.137
C 2.76 2.42 -7.65 -0.503
C 2.22 2.93 -6.31 -0.016
C 4.29 2.39 -7.75 -0.036
N 2.15 3.15 -8.74 -0.127
O 2.36 4.55 -8.74 -0.013
H -0.16 3.23 -11.33 0.085
H 1.10 4.44 -10.84 0.079
H 1.44 2.78 -11.40 0.077
H -0.78 2.79 -7.81 0.067
H -0.12 4.42 -8.22 0.088
H -1.26 3.47 -9.17 0.077
H -0.34 1.06 -9.82 0.120
H 1.42 0.76 -10.21 0.120
H 0.20 0.79 -7.51 0.094
H 0.79 -0.54 -8.24 0.107
H 3.01 0.48 -8.62 0.109
H 2.63 0.36 -6.97 0.116
H 2.70 3.87 -6.03 0.089
H 2.48 2.12 -5.63 0.068
H 1.13 2.92 -6.35 0.071
H 4.69 1.76 -6.96 0.083
H 4.75 3.37 -7.66 0.081
H 4.68 1.80 -8.58 0.078
H 3.07 4.52 -9.39 0.101
C 3.09 2.59 1.31 0.013
C 4.65 2.93 1.18 -0.458
C 5.40 1.68 0.59 -0.027
C 5.07 4.02 0.10 -0.104
C 4.72 5.50 0.60 -0.157
C 5.39 5.65 2.00 -0.166
C 5.07 4.65 3.11 -0.444
C 6.30 4.86 4.15 -0.009
C 3.70 4.86 3.75 -0.028
N 5.22 3.32 2.44 -0.113
O 5.24 2.20 3.30 -0.034
H 3.07 1.77 2.02 0.055
H 2.41 3.41 1.56 0.064
H 2.79 2.17 0.35 0.065
H 6.49 1.71 0.71 0.092
H 5.24 0.88 1.31 0.052
H 4.89 1.44 -0.34 0.085
H 6.15 4.14 -0.04 0.108
H 4.61 3.91 -0.88 0.109
H 5.12 6.25 -0.08 0.100
H 3.66 5.72 0.73 0.095
H 5.10 6.65 2.35 0.114
H 6.44 5.74 1.73 0.108
H 6.08 5.76 4.72 0.081
H 7.27 4.86 3.66 0.077
H 6.44 4.04 4.86 0.060
H 2.84 4.62 3.12 0.061
H 3.45 5.79 4.25 0.085
H 3.58 4.09 4.51 0.073
H 6.07 2.30 3.78 0.086
C -6.63 2.72 2.98 -0.057
C -5.63 3.44 2.18 -0.516
C -5.63 3.10 0.67 -0.021
C -6.04 4.96 2.31 -0.127
C -4.94 5.91 1.87 -0.209
C -3.68 5.62 2.66 -0.139
C -3.15 4.12 2.43 -0.422
C -2.46 4.10 0.99 -0.015
C -2.05 3.90 3.45 -0.070
N -4.28 3.17 2.67 -0.101
O -3.88 1.82 2.64 -0.011
H -6.57 1.66 2.72 0.083
H -6.51 2.87 4.05 0.089
H -7.60 3.15 2.73 0.090
H -6.64 2.91 0.30 0.083
H -5.23 3.94 0.10 0.071
H -5.03 2.23 0.39 0.078
H -6.86 5.19 1.63 0.120
H -6.29 5.25 3.33 0.121
H -4.56 5.80 0.86 0.097
H -5.29 6.93 2.04 0.114
H -3.73 5.82 3.73 0.113
H -2.97 6.29 2.18 0.110
H -1.40 3.86 1.08 0.065
H -2.48 4.98 0.35 0.070
H -2.87 3.30 0.37 0.060
H -1.15 4.50 3.41 0.088
H -1.50 2.98 3.24 0.072
H -2.52 3.94 4.44 0.080
H -3.72 1.50 3.53 0.064
C -4.21 -5.07 2.38 -0.053
O -5.60 -4.70 2.79 -0.238
C -5.80 -4.31 4.21 -0.137
C -7.33 -4.10 4.68 -0.419
C -8.09 -3.23 3.65 -0.054
N -7.40 -3.57 6.04 0.023
H -3.81 -5.77 3.12 0.075
H -3.57 -4.18 2.33 0.073
H -4.31 -5.45 1.37 0.079
H -5.30 -5.13 4.73 0.106
H -5.31 -3.35 4.40 0.102
H -7.86 -5.05 4.68 0.116
H -8.84 -2.61 4.14 0.074
H -8.50 -3.83 2.84 0.078
H -7.24 -2.68 3.24 0.057
H -7.01 -4.23 6.70 0.068
H -8.34 -3.39 6.37 0.069
C -1.36 -0.29 0.66 -0.080
O -0.50 0.35 -0.29 -0.218
C -0.77 0.19 -1.72 -0.192
C 0.26 0.81 -2.56 -0.437
C -0.01 0.90 -4.03 -0.052
N 1.63 0.25 -2.28 0.069
H -2.15 0.42 0.91 0.067
H -0.86 -0.39 1.62 0.076
H -1.68 -1.27 0.30 0.083
H -0.56 -0.88 -1.79 0.118
H -1.76 0.57 -1.98 0.137
H 0.21 1.84 -2.19 0.138
H -0.29 -0.06 -4.48 0.067
H 0.82 1.23 -4.66 0.045
H -0.77 1.63 -4.29 0.086
H 1.47 -0.74 -2.43 0.041
H 1.93 0.32 -1.32 0.052
C -5.78 -0.29 5.08 -0.061
O -4.33 -0.18 5.22 -0.194
C -3.85 0.00 6.55 -0.215
C -2.30 0.15 6.53 -0.412
C -1.64 -0.06 7.90 -0.059
N -2.04 1.43 5.88 0.064
H -6.21 0.68 4.83 0.054
H -6.33 -0.57 5.98 0.084
H -5.95 -0.94 4.22 0.074
H -4.29 0.85 7.07 0.119
H -4.15 -0.79 7.24 0.116
H -1.87 -0.77 6.12 0.120
H -1.56 -1.15 7.98 0.081
H -1.99 0.54 8.74 0.077
H -0.61 0.28 7.79 0.053
H -2.28 1.35 4.90 0.043
H -2.51 2.17 6.39 0.079
```

=====

Here is a single C4H6N2 molecule from the OMol25 dataset. Energies are from ωB97M-V with the def2-TZVPD basis set.

Properties
frontier orbital gap = 7.796 eV
energy above the lowest of the compared OMol25 structures with the same formula, charge and spin = 288.6 kJ/mol

Structure (XYZ):
```
12
Properties=species:S:1:pos:R:3:lowdin_charge:R:1
C 0.18 -1.10 0.75 -0.177
C 1.14 -1.89 0.06 -0.305
C -1.08 0.85 -0.06 -0.036
C -1.25 2.28 -0.22 -0.071
N -0.35 0.00 0.33 0.067
N 1.66 -1.60 -1.07 0.048
H -0.11 -1.41 1.74 0.100
H 1.42 -2.80 0.62 0.102
H -0.30 2.81 -0.28 0.085
H -1.83 2.48 -1.12 0.074
H -1.81 2.65 0.64 0.087
H 2.34 -2.28 -1.40 0.026
```

=====

Here is a molecular structure, C28H31N2O from the OMol25 dataset. Energies are from ωB97M-V with the def2-TZVPD basis set.

Properties
total charge = +1
frontier orbital gap = 7.470 eV
energy above the lowest of the compared OMol25 structures with the same formula, charge and spin = 0.0 kJ/mol

Structure (XYZ):
```
62
Properties=species:S:1:pos:R:3:lowdin_charge:R:1
C 2.32 -2.37 1.10 0.005
C 2.68 -1.80 2.39 -0.211
C 2.39 -2.57 3.56 -0.033
C 2.63 -2.09 4.84 -0.069
C 3.21 -0.84 5.03 -0.059
C 3.53 -0.07 3.91 -0.065
C 3.28 -0.52 2.61 -0.016
C 1.99 -1.68 -0.06 -0.053
C 1.77 -2.23 -1.37 -0.043
C 2.39 -1.54 -2.54 -0.203
C 2.85 -2.28 -3.67 -0.021
C 3.53 -1.65 -4.70 -0.068
C 3.78 -0.27 -4.66 -0.052
C 3.36 0.47 -3.55 -0.054
C 2.68 -0.16 -2.49 -0.032
H 2.37 -3.48 1.09 0.120
H 1.95 -3.56 3.41 0.112
H 2.37 -2.71 5.70 0.111
H 3.44 -0.49 6.04 0.114
H 4.01 0.90 4.05 0.111
H 3.55 0.08 1.74 0.115
H 2.04 -0.59 -0.01 0.106
H 1.75 -3.33 -1.47 0.123
H 2.73 -3.37 -3.69 0.124
H 3.86 -2.22 -5.57 0.116
H 4.30 0.23 -5.49 0.121
H 3.54 1.54 -3.50 0.117
H 2.45 0.44 -1.60 0.115
C -2.14 -2.64 1.26 0.008
N -1.39 -2.38 0.04 -0.025
C -0.94 -3.42 -0.86 -0.480
C -0.12 -4.51 -0.16 0.001
C -2.13 -4.11 -1.55 0.012
N -0.12 -2.60 -1.80 0.092
C -0.72 -1.28 -1.91 -0.192
C -1.79 -1.16 -3.01 -0.080
C -1.38 -1.47 -4.43 -0.224
C -0.20 -0.92 -4.95 -0.044
C 0.22 -1.24 -6.24 -0.074
C -0.59 -2.02 -7.08 -0.075
C -1.83 -2.47 -6.61 -0.071
C -2.23 -2.18 -5.30 -0.036
C -1.33 -1.13 -0.52 -0.379
O -1.64 -0.06 0.02 0.088
H -2.26 -1.69 1.80 0.104
H -3.12 -3.09 1.06 0.104
H -1.55 -3.34 1.87 0.089
H 0.72 -4.07 0.40 0.052
H -0.76 -5.08 0.53 0.105
H 0.28 -5.21 -0.91 0.105
H -2.82 -3.40 -2.01 0.078
H -1.77 -4.82 -2.31 0.103
H -2.68 -4.68 -0.79 0.099
H 0.02 -3.08 -2.69 0.161
H 0.04 -0.49 -2.03 0.146
H -2.72 -1.69 -2.74 0.110
H -2.05 -0.10 -2.96 0.145
H 0.39 -0.24 -4.34 0.109
H 1.19 -0.88 -6.60 0.102
H -0.26 -2.28 -8.09 0.110
H -2.48 -3.07 -7.26 0.111
H -3.21 -2.51 -4.93 0.116
```

=====

Here is 3 unconnected molecules or ions with the total composition C8H14FNO8S from the OMol25 dataset. Energies are from ωB97M-V with the def2-TZVPD basis set.

Properties
SMILES = O=C1OC[C@@H](F)O1.O=S1(=O)OCCO1.CNC(C)=O
frontier orbital gap = 9.759 eV

Structure (XYZ):
```
33
Properties=species:S:1:pos:R:3:lowdin_charge:R:1
O -4.10 2.53 2.74 0.218
C -3.25 3.31 2.79 -0.577
O -3.40 4.58 3.27 0.083
C -2.19 5.29 3.02 -0.080
C -1.19 4.23 3.10 -0.343
F -0.71 3.91 4.31 0.096
O -1.92 3.12 2.61 0.134
H -2.28 5.71 2.02 0.147
H -1.88 6.15 3.62 0.151
H -0.30 4.43 2.50 0.172
O -3.61 -6.60 -0.33 -0.196
S -2.79 -6.27 0.72 0.671
O -2.38 -7.43 1.54 -0.252
O -1.59 -5.34 0.07 -0.192
C -1.45 -4.11 0.66 -0.235
C -2.76 -3.74 1.33 -0.141
O -3.28 -5.03 1.63 -0.194
H -0.68 -4.30 1.40 0.130
H -1.06 -3.43 -0.10 0.139
H -3.35 -3.15 0.63 0.133
H -2.52 -3.17 2.23 0.138
C 4.39 0.65 -5.18 -0.049
N 4.06 0.42 -3.77 0.018
C 3.62 1.26 -2.91 -0.551
C 3.40 0.77 -1.46 -0.012
O 3.68 2.51 -3.08 -0.012
H 5.48 0.72 -5.27 0.086
H 3.98 1.57 -5.61 0.084
H 3.99 0.00 -5.95 0.079
H 4.15 -0.54 -3.49 0.145
H 2.36 0.54 -1.25 0.071
H 3.75 1.52 -0.75 0.077
H 3.84 -0.13 -1.03 0.065
```

=====

Here is a molecular structure, C21H25AsI2N3NiS3 from the OMol25 dataset. Energies are from ωB97M-V with the def2-TZVPD basis set.

Properties
total charge = +1
frontier orbital gap (alpha / beta) = 7.318 / 7.382 eV

Structure (XYZ):
```
56
Properties=species:S:1:pos:R:3:lowdin_charge:R:1
Ni -0.17 -0.91 0.34 -0.235
C -3.25 0.26 0.59 -0.033
C -2.29 0.69 1.65 -0.281
C -2.78 1.59 2.62 -0.001
C -1.99 2.02 3.63 0.023
C -0.67 1.53 3.73 -0.152
C 0.18 1.89 4.80 -0.027
C 1.44 1.35 4.87 -0.061
C 1.87 0.44 3.89 -0.090
C 1.07 0.08 2.84 -0.570
S 1.57 -1.07 1.61 0.651
C -0.23 0.63 2.75 -0.218
N -1.04 0.24 1.69 0.038
H -4.27 0.31 0.98 0.093
H -3.07 -0.75 0.24 0.019
H -3.21 0.94 -0.27 0.089
H -3.81 1.93 2.53 0.121
H -2.36 2.72 4.37 0.129
H -0.17 2.59 5.54 0.117
H 2.10 1.61 5.68 0.112
H 2.86 0.00 3.97 0.108
I -1.55 -3.12 1.44 0.987
C -2.61 -4.79 0.66 -1.148
I -2.39 -5.12 -1.40 0.779
H -3.66 -4.64 0.88 -0.036
H -2.22 -5.65 1.19 -0.038
C 2.38 -1.72 -3.85 -0.240
As 2.55 -1.67 -1.94 0.763
C 3.02 0.13 -1.49 -0.238
C 4.06 -2.75 -1.47 -0.238
S 0.82 -2.47 -1.01 0.209
H 3.34 -1.50 -4.31 0.047
H 1.64 -0.98 -4.15 0.039
H 2.05 -2.72 -4.13 0.043
H 3.97 0.37 -1.97 0.053
H 3.11 0.21 -0.41 0.007
H 2.24 0.80 -1.85 0.024
H 4.92 -2.47 -2.08 0.047
H 3.80 -3.79 -1.63 0.045
H 4.28 -2.58 -0.42 0.046
N -2.33 -1.48 -2.25 0.116
C -1.76 -0.25 -2.18 -0.709
N -0.91 0.09 -1.25 -0.014
C -0.49 1.41 -1.42 -0.300
C 0.39 2.11 -0.59 -0.040
C 0.68 3.43 -0.90 -0.061
C 0.13 4.05 -2.02 -0.072
C -0.75 3.37 -2.84 -0.076
C -1.05 2.06 -2.52 -0.461
S -2.14 0.97 -3.35 1.128
H -1.84 -2.24 -1.78 -0.033
H -2.81 -1.74 -3.09 0.102
H 0.83 1.64 0.28 0.093
H 1.36 3.98 -0.26 0.113
H 0.37 5.08 -2.24 0.111
H -1.20 3.86 -3.70 0.115
```

=====

Here is 2 unconnected molecules or ions with the total composition C4H7N2 from the OMol25 dataset. Energies are from ωB97M-V with the def2-TZVPD basis set.

Properties
total charge = +1
frontier orbital gap = 7.568 eV
energy above the lowest of the compared OMol25 structures with the same formula, charge and spin = 658.5 kJ/mol

Structure (XYZ):
```
13
Properties=species:S:1:pos:R:3:lowdin_charge:R:1
C -3.07 0.78 -0.07 0.162
C 2.53 -0.07 -0.19 -0.002
C 1.14 0.10 -0.46 0.120
C -2.19 0.02 0.13 -0.272
N 1.62 0.90 0.43 0.210
N -1.29 -0.95 0.24 0.023
H 2.93 -0.92 0.30 0.116
H -3.74 1.38 -0.46 -0.005
H 3.21 0.33 -0.90 0.121
H 0.14 -0.32 -0.57 0.083
H 1.30 1.67 0.98 0.178
H -1.31 -1.62 -0.57 0.161
H -1.26 -1.29 1.15 0.103
```

=====

no.,largest force on an atom (eV Å⁻¹)
1,5.0
2,1.5
3,2.5
4,6.8
5,0.9
6,4.1